[1]
{"formula": "C6H10S", "method": "wB97M-V/def2-TZVPD", "species": ["C", "C", "C", "C", "C", "C", "H", "H", "H", "H", "H", "H", "H", "H", "H", "H", "S"], "xyz": [[-1.2924, 1.6020, 1.7201], [0.1774, -0.0169, -0.4175], [1.4995, -0.4793, -0.5518], [2.0656, -1.6114, -1.1045], [-1.1461, -0.8553, -0.3985], [-1.1106, -2.1799, -0.0838], [-1.9055, 2.6420, 1.5153], [-0.6902, 1.6022, 2.7416], [-1.9999, 0.8463, 1.8210], [2.2886, 0.1525, -0.1231], [3.0166, -1.8152, -0.5011], [2.3749, -1.4606, -2.3299], [1.2450, -2.7738, -0.8919], [-1.9948, -0.3491, -0.8868], [-1.9556, -2.7763, -0.4175], [-0.0066, -2.8010, 0.1247], [-0.0958, 1.7486, 0.2477]], "atomic_forces_ev_per_a": [[1.756, 4.280, 0.554], [0.625, -0.556, 1.945], [-4.130, 4.717, 2.025], [0.930, -6.564, -2.695], [2.802, -0.574, -0.984], [2.584, 0.006, -0.954], [1.547, -2.566, 1.108], [-1.192, 0.366, -2.238], [-1.019, -1.633, -0.675], [-0.637, 0.553, -0.364], [-1.161, -0.145, -1.260], [-0.929, -0.736, 3.477], [3.003, 3.643, -1.362], [0.177, -0.455, 0.667], [-0.009, -0.192, 0.694], [-3.862, 2.175, -0.101], [-0.484, -2.318, 0.163]], "homo_ev": -8.16, "lumo_energy_ev": 0.34, "homo_lumo_gap_ev": 8.501, "multiplicity": 1}

[2]
{"formula": "C6H10S", "method": "wB97M-V/def2-TZVPD", "species": ["C", "C", "C", "C", "C", "C", "S", "H", "H", "H", "H", "H", "H", "H", "H", "H", "H"], "xyz": [[2.4137, -0.7614, 0.2144], [1.3321, -0.3240, 0.3983], [-0.2192, 1.0328, -1.1532], [-0.2273, 1.4350, 1.4358], [-0.9398, -2.0464, -0.5336], [-0.2102, 0.5012, 0.3002], [-1.4639, -0.7739, 0.6495], [3.4022, -1.0857, 0.1051], [-0.3513, 0.1545, -1.8082], [0.7202, 1.5048, -1.2528], [-1.0448, 1.7704, -1.3412], [-0.4690, 1.0830, 2.3891], [0.6653, 2.0462, 1.4916], [-1.0889, 2.2148, 1.2121], [-1.7349, -2.6996, -0.3442], [0.0084, -2.4147, -0.1261], [-0.7924, -1.6371, -1.6367]], "atomic_forces_ev_per_a": [[1.565, -0.552, -0.051], [-5.268, 2.710, -0.298], [-1.657, -0.341, 1.115], [-1.828, 4.209, -1.488], [1.425, 2.182, -0.935], [3.140, -3.494, -0.098], [0.233, 0.567, -0.704], [0.640, -0.365, -0.062], [0.354, 0.818, 0.050], [0.988, 0.535, -0.746], [0.639, -0.728, 0.351], [-0.098, -1.173, 1.290], [0.267, 0.005, -0.018], [1.473, -1.331, 0.398], [-0.950, -1.589, -0.682], [-0.239, -0.219, -0.497], [-0.685, -1.233, 2.375]], "homo_ev": -8.70, "lumo_energy_ev": 0.92, "homo_lumo_gap_ev": 9.621, "multiplicity": 1}

[3]
{"formula": "C6H10S", "method": "wB97M-V/def2-TZVPD", "species": ["C", "C", "C", "C", "C", "C", "S", "H", "H", "H", "H", "H", "H", "H", "H", "H", "H"], "xyz": [[1.0822, -0.3589, 1.0468], [2.4005, -0.8467, -1.0634], [-0.2443, -0.4525, 1.7880], [-1.5648, 0.7021, -0.0049], [-0.5349, 0.6237, -1.1434], [-0.8902, 0.7901, 1.3676], [0.7477, -0.5926, -0.6509], [2.7292, -0.8039, -2.0744], [2.9833, -0.4050, -0.2856], [-0.8479, -1.1611, 1.3130], [-0.3035, -0.5893, 2.8944], [-2.0855, 1.5623, -0.0992], [-2.1334, -0.1943, -0.1109], [-0.9074, 0.1122, -2.0727], [-0.0749, 1.7026, -1.2478], [-0.3411, 1.5983, 1.5965], [-0.0151, -1.6870, -1.2530]], "atomic_forces_ev_per_a": [[-1.682, 0.724, 0.703], [-2.092, -0.022, -0.149], [-0.387, -0.676, 1.665], [2.955, -1.754, 1.007], [0.799, 1.721, -0.604], [-0.365, -2.586, -2.579], [2.503, -0.833, 0.132], [-0.038, -0.188, -0.711], [0.125, 0.418, 0.156], [-1.008, -1.991, 0.051], [0.880, -0.131, -0.826], [-2.237, 2.524, -0.815], [-1.036, -0.476, 0.431], [0.056, 1.221, 0.438], [-0.566, -2.377, -0.345], [1.301, 3.509, 0.807], [0.793, 0.916, 0.640]], "homo_ev": [-7.50, -7.33], "lumo_energy_ev": [-0.09, 0.24], "homo_lumo_gap_ev": [7.415, 7.570], "multiplicity": 1}

[4]
{"formula": "C6H10S", "method": "wB97M-V/def2-TZVPD", "species": ["C", "C", "C", "C", "C", "C", "H", "H", "H", "H", "H", "H", "H", "H", "H", "H", "S"], "xyz": [[-1.8248, 0.7478, -0.3136], [-1.8778, -0.7081, 0.2540], [-0.6024, -1.5865, 0.0299], [0.4141, -0.5701, -0.4155], [0.4995, 0.6053, 0.4930], [-0.5216, 1.6149, 0.0324], [-1.8626, 0.6666, -1.4036], [-2.7654, 1.2025, 0.0092], [-2.1112, -0.6323, 1.2919], [-2.7309, -1.2588, -0.1755], [-0.7275, -2.3458, -0.7724], [-0.3035, -2.0725, 0.9531], [0.2659, -0.2284, -1.4459], [0.3442, 0.3096, 1.5586], [-0.7478, 2.2894, 0.8264], [-0.1092, 2.1539, -0.8342], [2.1391, -0.0440, -0.0306]], "atomic_forces_ev_per_a": [[0.424, -0.283, -0.511], [-0.031, -0.274, -0.788], [0.417, 0.009, -0.702], [0.896, 0.617, -0.068], [-0.321, -1.359, 0.690], [-0.045, -0.597, -0.410], [-0.156, 0.125, 0.049], [0.305, 0.367, -0.059], [0.071, -0.069, 0.964], [0.146, 0.486, -0.027], [-0.147, 0.337, 0.651], [0.027, -0.167, 0.077], [-0.188, -0.279, 0.282], [0.154, 0.227, -0.866], [-0.089, 0.800, 0.433], [-0.579, -0.034, 0.146], [-0.882, 0.094, 0.139]], "homo_ev": -8.69, "lumo_energy_ev": 1.09, "homo_lumo_gap_ev": 9.787, "multiplicity": 1}

[5]
{"formula": "C6H10S", "method": "wB97M-V/def2-TZVPD", "species": ["C", "C", "C", "C", "C", "C", "S", "H", "H", "H", "H", "H", "H", "H", "H", "H", "H"], "xyz": [[-1.6706, -1.5505, -0.1152], [-3.0119, -1.4280, -0.0480], [-0.7175, 0.5395, -0.4927], [1.6324, -0.1831, -0.8023], [1.2265, -1.3984, -0.0219], [0.6124, 0.8922, -0.7882], [-0.2599, -2.3315, -0.5199], [-3.5156, -2.2501, 0.2509], [-3.3554, -0.4765, -0.2696], [1.3251, 3.9796, 2.9035], [-1.5404, 1.2632, -0.7000], [2.6345, 0.1896, -0.4959], [1.6784, -0.5302, -1.8047], [2.0705, -2.1073, -0.0059], [1.3016, -1.1333, 1.0920], [0.8292, 1.9712, -1.1230], [0.7607, 4.5539, 2.9411]], "atomic_forces_ev_per_a": [[0.409, 5.281, -0.920], [5.106, 0.121, -0.321], [1.223, 0.165, -0.958], [0.291, 0.348, 0.184], [1.164, 0.352, 3.134], [-4.491, 0.142, 0.640], [1.017, -2.054, 0.092], [-2.202, -2.349, 0.596], [-1.183, 1.469, 0.015], [-1.367, 1.385, 0.088], [0.569, -0.530, 0.502], [-0.573, -0.443, -0.077], [0.594, -0.057, -1.354], [-0.614, -0.346, -0.762], [-1.095, -0.291, -1.292], [-0.215, -1.806, 0.523], [1.366, -1.387, -0.091]], "homo_ev": -7.78, "lumo_energy_ev": 0.41, "homo_lumo_gap_ev": 8.195, "multiplicity": 1}

[6]
{"formula": "C6H10S2", "method": "wB97M-V/def2-TZVPD", "species": ["C", "C", "C", "C", "C", "C", "H", "H", "H", "H", "H", "H", "H", "H", "H", "H", "S", "S"], "xyz": [[0.7710, -1.7798, -0.7668], [1.0388, -0.7732, 0.3421], [-0.1090, 0.2638, 0.5461], [-1.3599, -0.3519, 1.1152], [0.1933, 2.3900, -0.3899], [-0.4990, 1.1288, -0.7184], [1.5512, -2.5291, -0.8396], [-0.0954, -2.3878, -0.6288], [0.6380, -1.3670, -1.8028], [1.9312, -0.1828, 0.0822], [1.2010, -1.2232, 1.3465], [-2.0972, 0.3800, 1.2743], [-1.1239, -0.8628, 2.0548], [-1.7548, -1.0506, 0.3303], [-0.4564, 3.2341, -0.3691], [1.1311, 2.5387, -0.9715], [0.5344, 1.7898, 1.3349], [-1.4944, 0.7832, -1.9395]], "atomic_forces_ev_per_a": [[0.177, -0.200, -1.024], [-0.305, 0.902, -0.232], [-0.122, 0.229, -1.489], [0.715, -1.477, -0.596], [1.301, -0.155, 0.610], [0.048, -1.516, 0.202], [0.522, 0.094, 0.057], [-0.936, -0.215, 0.459], [0.313, 0.103, 1.103], [-0.119, -0.336, 0.207], [0.020, 0.018, -0.717], [-0.976, 0.963, 0.341], [-0.228, -0.121, -0.181], [0.295, 0.337, 0.914], [-0.250, 0.781, -0.395], [-0.722, 0.100, 0.328], [-0.033, 0.341, 0.021], [0.300, 0.152, 0.393]], "homo_ev": -8.86, "lumo_energy_ev": -0.30, "homo_lumo_gap_ev": 8.566, "multiplicity": 1}

Short version: energy = -632.6040 -632.6763 -632.4350 -632.7424 -632.5499 -1030.9514 a.u., in the order given.
Short version: ΔE to the lowest compared entry with this formula, charge and spin = 5.5927 3.6237 10.1913 1.8253 7.0639 0.7234 eV, in the order given.